4 unconnected molecules or ions with the total composition C31H71BFN8O6S at a distorted geometry. Source: OMol25; level of theory: ωB97M-V with the def2-TZVPD basis set.

Geometry as XYZ:
```
119
Properties=species:S:1:pos:R:3
C -3.028 -1.821 0.541
C -2.907 -0.166 0.441
C -1.547 0.176 -0.452
C -2.030 0.478 -1.989
C -0.894 1.153 -2.958
C 0.554 0.383 -2.977
C 1.821 1.461 -3.033
C 1.707 2.409 -4.385
O 2.020 2.346 -1.838
B 3.448 2.661 -1.488
C 3.480 4.302 -1.735
C 2.183 5.087 -1.042
C 3.782 2.475 0.111
C 5.277 1.893 0.449
N 5.506 0.448 0.066
N 5.418 1.951 1.984
N 6.424 2.726 -0.095
O 4.159 1.789 -2.483
C 3.267 0.675 -2.944
F 3.156 -0.164 -1.729
C 3.767 -0.262 -4.193
C 3.253 -1.818 -4.146
C 4.501 -2.929 -4.113
C 5.175 -3.107 -2.628
S 6.256 -4.679 -2.600
C 5.291 -6.046 -1.722
N 3.875 -5.933 -1.202
N 3.660 -7.228 -0.684
C 4.884 -8.118 -0.868
O 5.971 -7.347 -1.520
H -3.846 -2.154 1.344
H -1.992 -2.328 0.773
H -3.385 -2.284 -0.496
H -2.875 0.281 1.526
H -3.902 0.201 -0.107
H -1.017 1.070 0.089
H -0.901 -0.805 -0.473
H -2.459 -0.525 -2.454
H -2.933 1.240 -1.922
H -0.745 2.288 -2.708
H -1.320 1.083 -4.071
H 0.622 -0.239 -3.990
H 0.633 -0.387 -2.099
H 1.946 1.805 -5.386
H 2.446 3.331 -4.377
H 0.628 2.867 -4.548
H 4.465 4.798 -1.322
H 3.432 4.584 -2.889
H 2.649 5.976 -0.399
H 1.462 5.543 -1.861
H 1.611 4.405 -0.269
H 3.669 3.500 0.708
H 2.923 1.774 0.550
H 6.227 0.016 0.685
H 5.799 0.333 -0.934
H 4.696 1.247 2.314
H 5.013 2.878 2.312
H 7.288 2.614 0.516
H 6.709 2.381 -1.042
H 4.959 -0.251 -4.228
H 3.419 0.204 -5.215
H 2.695 -2.036 -5.178
H 2.476 -2.063 -3.306
H 4.022 -3.956 -4.405
H 5.338 -2.666 -4.890
H 5.943 -2.218 -2.440
H 4.410 -3.235 -1.748
H 5.002 -9.245 -0.563
C -0.965 -6.671 2.065
C -2.413 -6.785 2.535
C -3.142 -5.424 2.629
O -2.779 -4.639 3.768
C -1.564 -3.919 3.623
N -2.443 -7.502 3.818
H -0.291 -6.322 2.851
H -0.593 -7.651 1.743
H -0.880 -5.988 1.213
H -2.947 -7.390 1.792
H -4.214 -5.624 2.741
H -3.031 -4.842 1.707
H -1.407 -3.575 2.596
H -0.722 -4.535 3.952
H -1.604 -3.046 4.279
H -3.417 -7.666 4.079
H -2.110 -6.852 4.536
C -6.086 -1.122 6.549
C -6.177 -2.014 5.313
C -4.823 -2.212 4.592
O -4.400 -1.090 3.814
C -3.787 -0.052 4.566
N -7.195 -1.468 4.405
H -6.019 -0.060 6.300
H -6.980 -1.245 7.172
H -5.216 -1.385 7.161
H -6.514 -3.001 5.653
H -4.940 -3.036 3.877
H -4.035 -2.520 5.290
H -3.205 -0.438 5.408
H -4.546 0.653 4.918
H -3.115 0.498 3.903
H -7.326 -2.120 3.630
H -6.790 -0.641 3.956
C -3.808 6.547 -1.198
C -2.476 6.325 -0.486
C -1.447 7.453 -0.732
O -0.826 7.415 -2.019
C -1.608 7.971 -3.065
N -1.939 5.013 -0.878
H -3.760 6.323 -2.267
H -4.579 5.894 -0.773
H -4.149 7.581 -1.080
H -2.686 6.302 0.590
H -0.632 7.328 -0.009
H -1.880 8.442 -0.540
H -2.208 8.821 -2.727
H -2.248 7.202 -3.505
H -0.930 8.317 -3.850
H -1.103 4.823 -0.325
H -1.579 5.106 -1.833
```

Results
- multiplicity = 1
- LUMO (hartree) = 0.06756
- total charge = -1

---

A molecular structure, C31H72O19S5 at a distorted geometry. Source: OMol25; level of theory: ωB97M-V with the def2-TZVPD basis set.

Geometry as XYZ:
```
127
Properties=species:S:1:pos:R:3
C -1.589 2.825 -4.153
C -1.529 1.339 -4.124
C -2.995 0.909 -3.884
O -3.561 1.931 -3.071
C -2.926 3.208 -3.442
H -1.586 3.168 -5.188
H -0.710 3.325 -3.747
H -0.904 1.012 -3.293
H -1.024 0.716 -4.863
H -3.200 0.006 -3.308
H -3.607 0.792 -4.779
H -2.929 3.952 -2.644
H -3.556 3.714 -4.173
C -1.265 -0.826 -0.709
C -0.678 0.228 -1.630
C 0.567 0.514 -0.818
O 0.255 0.337 0.568
C -0.993 -0.273 0.654
H -0.718 -1.768 -0.744
H -2.332 -0.995 -0.854
H -1.397 1.043 -1.697
H -0.390 0.004 -2.657
H 0.918 1.527 -1.013
H 1.347 -0.239 -0.936
H -1.642 0.591 0.795
H -1.153 -1.005 1.446
C -0.781 -4.277 -0.422
C -1.484 -2.934 0.039
C -2.213 -3.330 1.264
O -1.319 -4.129 1.913
C -0.501 -4.904 0.978
H 0.106 -4.136 -1.039
H -1.468 -4.985 -0.885
H -2.146 -2.559 -0.742
H -0.735 -2.190 0.310
H -3.173 -3.822 1.109
H -2.393 -2.416 1.830
H -0.820 -5.946 0.995
H 0.572 -4.887 1.171
C 3.313 0.418 -0.774
C 4.118 1.496 -0.143
C 4.541 0.909 1.159
O 4.664 -0.449 0.878
C 3.495 -0.792 0.130
H 3.728 0.215 -1.761
H 2.258 0.687 -0.733
H 3.530 2.391 0.061
H 4.923 1.870 -0.776
H 3.889 1.142 2.001
H 5.506 1.322 1.450
H 2.630 -1.011 0.756
H 3.625 -1.679 -0.491
O -2.318 4.894 -1.356
S -1.725 4.117 -0.245
O -1.459 4.717 1.089
O -2.458 2.673 -0.008
C -3.089 2.039 -1.116
C -3.883 0.842 -0.602
C -0.183 3.496 -0.830
H -2.327 1.677 -1.806
H -3.585 2.823 -1.688
H -4.850 0.808 -1.103
H -4.172 0.841 0.449
H -3.313 -0.081 -0.716
H 0.704 4.127 -0.767
H -0.326 3.214 -1.873
H 0.038 2.566 -0.306
O 4.990 -3.143 3.376
S 4.590 -3.559 2.036
O 4.636 -4.913 1.616
O 3.127 -2.850 1.565
C 2.469 -3.357 0.389
C 1.130 -2.638 0.138
C 5.707 -2.636 0.845
H 2.317 -4.432 0.485
H 3.208 -3.340 -0.411
H 1.280 -1.598 -0.153
H 0.503 -2.729 1.025
H 0.503 -3.144 -0.596
H 5.622 -1.575 1.077
H 5.575 -2.979 -0.181
H 6.718 -2.929 1.129
O -0.562 -0.108 3.446
S 0.759 -0.675 3.499
O 1.511 -0.829 4.769
O 0.632 -2.182 2.760
C 1.495 -3.246 3.120
C 1.175 -3.917 4.460
C 1.777 0.147 2.211
H 2.545 -2.956 3.094
H 1.520 -3.948 2.287
H 1.285 -5.001 4.425
H 0.166 -3.757 4.840
H 1.867 -3.409 5.131
H 2.306 1.024 2.586
H 1.064 0.497 1.464
H 2.487 -0.520 1.722
O 1.744 1.932 -2.357
S 2.499 3.185 -2.490
O 3.475 3.526 -3.543
O 1.486 4.458 -2.333
C 0.859 4.952 -3.529
C -0.611 5.390 -3.165
C 3.264 3.306 -0.815
H 0.878 4.185 -4.303
H 1.427 5.828 -3.841
H -1.191 4.838 -2.426
H -1.242 5.496 -4.048
H -0.735 6.392 -2.755
H 3.644 4.319 -0.678
H 4.156 2.680 -0.777
H 2.576 3.007 -0.025
O -4.907 -0.013 0.524
S -4.083 -1.198 0.849
O -3.461 -2.044 -0.144
O -2.981 -0.773 1.937
C -3.099 0.510 2.597
C -2.879 0.378 4.102
C -5.234 -2.285 1.905
H -4.093 0.941 2.482
H -2.424 1.244 2.159
H -2.847 1.412 4.443
H -1.911 -0.111 4.216
H -3.610 -0.212 4.655
H -5.946 -2.724 1.206
H -5.901 -1.673 2.512
H -4.577 -3.032 2.351
```

Results
- multiplicity = 1
- LUMO (hartree) = 0.00536
- energy relative to the best compared isomer or geometry (same formula, charge and spin) (eV) = 36.140

---

Look up the LUMO of the second one. 0.00536 hartree